{
  "formula": "C30H74O28Tl",
  "method": "ωB97M-V/def2-TZVPD",
  "species": ["C", "O", "H", "H", "O", "O", "H", "H", "H", "O", "H", "H", "C", "C", "C", "C", "C", "H", "H", "H", "H", "Tl", "H", "H", "O", "H", "C", "H", "H", "H", "C", "O", "H", "H", "H", "H", "C", "O", "O", "H", "H", "O", "O", "H", "H", "H", "C", "H", "H", "H", "H", "H", "H", "C", "H", "C", "H", "H", "C", "H", "O", "H", "C", "H", "H", "H", "C", "C", "H", "O", "H", "H", "H", "H", "O", "H", "H", "O", "O", "H", "H", "H", "C", "C", "H", "H", "C", "H", "O", "H", "C", "O", "H", "O", "O", "C", "H", "O", "C", "O", "H", "H", "O", "C", "O", "C", "H", "H", "O", "H", "C", "H", "H", "C", "H", "O", "H", "O", "H", "H", "O", "C", "H", "C", "H", "C", "H", "O", "H", "H", "H", "H", "C"],
  "positions_angstrom": [[0.728477, -17.599578, -30.399275], [-7.615956, -10.699154, -27.128506], [-11.663312, -11.064223, -20.065087], [-2.514547, -7.672976, -30.640018], [-2.202252, -7.923455, -31.512564], [5.334929, -7.954173, -18.974186], [-7.054903, -10.083067, -26.651777], [-9.479177, -9.862657, -19.059555], [2.476944, -4.797276, -23.199900], [-4.726884, -15.366460, -17.987757], [-5.165298, -7.950021, -13.185199], [-0.787833, -18.284561, -31.725985], [1.397937, -4.820424, -23.352534], [-2.264769, -10.639375, -21.512044], [-4.335876, -19.258953, -23.760111], [-6.395185, -2.746229, -17.902094], [3.926062, -9.545557, -19.727897], [1.729813, -18.666856, -19.164581], [-3.267757, -8.817853, -22.116080], [-8.328480, -12.858178, -24.597874], [-4.186285, -13.893178, -35.266266], [-0.468730, -13.560408, -15.846460], [-6.481940, -16.170072, -18.019032], [-9.323472, -11.420375, -26.534610], [1.203285, -5.865107, -24.220107], [6.180443, -7.515157, -19.092414], [-7.740129, -12.498132, -25.441855], [-6.111718, -2.868414, -20.107741], [-0.498242, -16.637713, -29.116824], [-6.582693, -16.858418, -15.688761], [0.762302, -19.107748, -19.404663], [-3.613088, -17.544176, -25.471646], [-4.442950, -2.643126, -17.746188], [1.684372, -17.081714, -30.320669], [1.141373, -2.714854, -23.081047], [-3.339814, -19.240144, -23.317823], [-1.853020, -11.028048, -24.416415], [-7.467310, -13.628372, -26.239307], [-2.159666, -8.558443, -34.283615], [-2.932430, -17.421609, -24.805853], [-6.729463, -13.609331, -32.122335], [-0.023177, -18.606856, -18.296665], [3.314132, -9.877332, -18.385787], [-2.948270, -6.116505, -32.265940], [-6.771405, -12.350424, -24.964503], [0.320233, -6.224898, -24.108847], [-2.535497, -9.824813, -23.888138], [-6.552733, -1.670744, -17.820774], [-6.529536, -4.313563, -19.304301], [-7.106709, -3.179123, -17.198928], [-5.029187, -17.279495, -17.668472], [1.462269, -21.008509, -18.738301], [-6.418425, -12.527421, -33.301171], [0.845905, -3.487580, -23.790764], [-6.241671, -15.071917, -15.801809], [-4.411024, -8.472720, -13.773368], [0.058187, -21.901301, -18.587288], [3.658666, -9.131194, -17.889638], [0.243340, -17.958390, -31.861610], [0.742224, -18.451224, -29.719112], [-1.651134, -11.412566, -25.687261], [-1.292748, -6.573907, -33.822226], [-11.241161, -10.115132, -20.395416], [-4.789129, -20.249517, -23.722174], [-6.047360, -18.066329, -23.712899], [-0.689655, -4.113359, -24.797224], [-1.280733, -11.781976, -22.123394], [-5.883394, -13.284559, -32.727965], [-2.795514, -6.675346, -34.586059], [-0.513889, -3.513213, -24.068851], [3.814587, -10.432562, -20.351516], [5.929945, -9.774524, -18.964583], [1.239320, -20.969766, -20.491557], [-11.375196, -10.267349, -21.466377], [-0.170894, -16.554440, -30.015439], [-0.839792, -19.111234, -18.315459], [0.873770, -5.004847, -22.414807], [-2.825899, -8.770465, -24.657708], [-8.985105, -9.403655, -20.961992], [-6.619882, -13.969014, -25.943608], [-3.628750, -19.560039, -25.940127], [0.375881, -18.745607, -20.357356], [-8.333326, -11.239191, -26.116422], [5.363848, -9.131467, -19.638457], [0.129928, -17.318680, -33.738405], [-3.273462, -8.859367, -12.023573], [-3.083017, -8.318303, -12.950439], [-8.400498, -10.497372, -25.320633], [-4.969595, -12.903534, -31.754444], [-0.674726, -12.777811, -23.882822], [-4.241833, -18.900235, -25.326225], [-11.977802, -8.888322, -20.190238], [-5.479401, -12.532609, -31.030480], [-8.134482, -3.128398, -19.530644], [-0.384336, -21.199396, -19.070089], [-5.546204, -16.337492, -17.485671], [0.653637, -18.889473, -32.252549], [-5.251867, -18.263906, -23.213138], [-2.199514, -7.178786, -33.824860], [-5.156576, -3.213086, -17.450429], [-11.667551, -8.139148, -20.704130], [-5.140107, -19.005650, -25.934587], [-0.783263, -12.493735, -21.288875], [-2.964297, -7.182206, -32.494230], [-1.897428, -8.881619, -13.434710], [-2.697497, -9.661034, -22.476994], [-4.940571, -15.962846, -14.286495], [-8.127202, -9.191372, -20.587108], [-4.617768, -9.814969, -14.205752], [-2.710807, -8.577264, -35.069433], [-9.723051, -10.167523, -20.077244], [-1.182636, -8.342450, -13.088358], [-9.424645, -11.215876, -20.080416], [0.815881, -20.650050, -19.539412], [-4.003599, -7.510512, -32.507027], [-2.507015, -10.651770, -20.331792], [5.832635, -9.017662, -20.615898], [0.226375, -16.944032, -32.859805], [-4.374120, -7.794793, -14.626096], [-5.547941, -9.938178, -14.408740], [-4.738235, -16.196696, -15.195332], [-5.866049, -16.082957, -15.959332], [3.422769, -8.726228, -20.241217], [-5.300641, -14.270771, -33.753293], [-4.829392, -15.378173, -18.942194], [-1.290464, -11.936441, -23.601099], [-8.427207, -3.455536, -20.384404], [-4.223384, -13.616186, -34.347836], [1.397170, -3.100078, -24.647529], [-2.863139, -7.283657, -12.687257], [-4.692240, -15.073464, -33.336608], [-5.876936, -14.638162, -34.602420], [-6.708408, -3.238758, -19.274136]],
  "forces_ev_per_a": [[-0.43, 1.75, -1.66], [1.86, 1.02, -1.15], [-0.79, 0.76, 1.20], [-0.06, -0.01, 0.02], [-0.37, 0.43, -0.71], [0.14, 3.41, 1.13], [0.58, 0.24, -0.84], [-0.51, 0.28, 0.34], [-0.01, 0.44, 0.29], [1.88, 2.15, -0.60], [-0.45, -0.90, 0.57], [-0.40, 0.23, 0.44], [0.02, 0.90, 1.42], [1.41, -1.26, -0.88], [-2.52, 1.21, -3.63], [-0.95, 0.27, 0.56], [-0.80, -1.44, 0.39], [0.23, -0.32, -0.68], [0.16, 0.35, -0.12], [-0.82, 0.49, 0.03], [0.24, 0.22, 0.04], [-0.17, 0.02, -0.12], [-0.52, -1.11, 0.19], [-0.21, -0.38, 0.42], [-0.55, -1.25, -1.43], [-0.04, 0.24, 0.28], [0.78, -0.44, 0.79], [0.08, 0.75, 0.18], [0.14, -0.22, 0.00], [-0.45, 0.13, 0.07], [-0.28, 0.17, 0.23], [-1.55, -1.30, -0.43], [-0.01, 0.08, -0.09], [0.52, -0.62, -0.57], [-0.81, -0.14, 0.67], [-0.38, 0.36, 0.33], [0.07, -1.57, -7.21], [-0.39, -0.34, -1.09], [0.95, 0.83, 0.01], [-0.09, -0.36, 0.15], [-0.41, -1.34, -0.51], [0.30, -0.67, -0.82], [1.27, 0.89, -2.38], [-0.31, 0.29, 0.62], [0.14, 1.34, 0.15], [-0.05, 0.00, -0.06], [-0.77, 5.86, -2.96], [0.39, 0.23, -0.03], [0.48, -0.22, 0.33], [-0.28, -0.07, -0.22], [-0.74, -0.61, 0.36], [1.32, 0.40, -0.44], [0.86, 1.01, -0.27], [1.79, 0.54, -1.16], [-0.66, 0.00, -0.51], [2.01, 1.23, -0.61], [-1.57, -0.61, 0.39], [-0.18, 0.16, 0.66], [-0.68, -1.30, 0.40], [-0.31, -0.23, -0.31], [-1.43, 2.86, 4.37], [0.59, -0.89, 0.44], [0.98, 0.82, -2.08], [0.20, -0.16, 0.43], [0.32, -0.59, -0.60], [0.20, 0.01, -0.16], [-2.05, 1.29, 1.25], [-2.23, -1.23, -0.28], [-0.39, 0.50, 0.26], [-0.97, 0.15, 0.61], [-0.05, -0.10, 0.20], [0.18, -1.05, -0.63], [-0.58, -0.06, -0.29], [0.74, -0.24, -0.45], [-0.59, 0.01, 0.42], [-0.26, -0.17, 0.18], [0.26, -0.32, 0.47], [1.11, -5.11, 3.08], [0.47, 0.76, -1.19], [-0.12, -0.12, -0.33], [0.67, -0.49, 0.67], [-0.04, 0.52, 0.00], [-1.26, -1.71, 1.58], [0.01, -1.82, 0.28], [0.04, -0.28, 0.21], [-0.34, 0.15, 0.42], [-1.38, -0.66, 1.05], [-0.55, -0.10, 0.42], [1.19, 0.67, -0.13], [-0.36, -0.16, -0.86], [2.43, 0.85, 0.91], [-0.07, -1.21, 1.69], [0.19, 0.05, 0.05], [0.31, 0.93, 0.81], [-0.63, -0.91, -0.72], [-1.19, 0.12, 1.73], [0.97, 0.07, 0.09], [1.60, -0.47, 1.42], [-2.30, -1.53, -0.42], [0.83, 0.03, 0.11], [0.52, -0.48, -0.29], [-0.68, 0.98, 0.78], [0.60, -0.34, -0.90], [1.63, 0.90, 0.30], [0.60, -0.39, -1.31], [-0.54, -0.89, -0.44], [-0.03, -0.07, 0.02], [-0.07, -0.01, 0.04], [-0.01, 0.46, 0.74], [0.15, -0.23, 0.00], [-1.20, -0.28, 1.19], [0.08, -0.11, -0.14], [-0.06, -0.38, -0.45], [1.52, 1.70, 2.18], [0.12, -0.28, -0.52], [-0.16, 0.18, -0.17], [-0.10, -0.41, -0.24], [0.75, 0.57, 0.99], [0.33, -0.19, -0.57], [-0.07, 0.06, 0.00], [2.20, -0.39, 0.99], [-0.58, -0.33, -2.19], [-0.47, 0.07, 0.35], [1.35, -0.47, 0.82], [0.20, 0.15, -0.03], [1.99, -1.24, 4.90], [0.58, -0.07, -0.08], [1.37, 1.97, -1.60], [0.10, -0.36, -0.66], [-0.71, 0.26, -0.19], [-1.38, -0.87, 1.06], [-1.20, -0.01, 0.83], [-1.43, -1.95, -1.58]],
  "homo_ev": -10.26,
  "relative_energy_kj_mol": 971.1,
  "energy_ha": -3465.70402,
  "homo_lumo_gap_ev": 3.4,
  "total_charge": 1
}



{
  "formula": "C6H9N3O3",
  "method": "ωB97M-V/def2-TZVPD",
  "species": ["H", "C", "C", "H", "H", "C", "O", "H", "C", "N", "O", "H", "H", "H", "H", "N", "C", "N", "H", "O", "C"],
  "positions_angstrom": [[2.228283, 1.681722, -1.066420], [-1.398557, 2.792836, -3.563700], [0.466063, -0.921245, 0.149311], [-0.641087, 1.728597, -0.719166], [1.057225, -1.653851, -0.259804], [0.024113, 1.701397, 0.142663], [-0.490601, 2.617872, -2.884113], [-1.203767, -3.141391, -0.152740], [-1.806760, -2.259798, -0.272661], [-0.791706, -0.317959, -2.838210], [-2.289325, 3.106604, -4.179236], [-2.483952, -2.383302, -1.137067], [-0.424076, 1.637817, 1.127794], [0.473010, -1.007292, 1.289047], [0.823494, 2.582044, 0.087598], [-1.189304, -0.461693, -1.724464], [-0.927333, -1.108788, -0.570560], [2.044244, 0.753868, -0.797472], [-2.412530, -2.164049, 0.545069], [-1.008979, 0.305422, -3.846846], [0.957058, 0.491564, -0.187745]],
  "forces_ev_per_a": [[-0.16, 1.57, 0.11], [1.61, 0.13, 1.33], [-2.49, 3.10, 1.02], [-0.39, 0.56, 0.59], [1.80, -1.73, -0.95], [3.10, 0.31, -0.66], [1.43, -0.15, 1.01], [0.32, -0.58, 0.06], [0.42, 0.00, -2.68], [2.43, -2.04, -3.18], [-2.91, 0.55, -2.20], [0.32, -0.21, 0.36], [-0.37, 0.08, -0.09], [-0.52, -0.12, -1.51], [-2.32, -1.46, 0.28], [-0.37, -1.04, 4.89], [0.67, 1.50, -1.45], [-0.44, -3.64, 0.34], [-1.42, 0.41, 2.42], [-1.10, 0.87, 0.50], [0.38, 1.90, -0.19]],
  "homo_ev": [-8.22, -8.03],
  "relative_energy_kj_mol": 472.2,
  "smiles": "[H]/N=C(\\C)C/C(C)=N\\N=O.O=C=O",
  "energy_ha": -623.84890,
  "homo_lumo_gap_ev": [8.0, 7.7],
  "total_charge": 0
}